Formula: C17H9N3O2PtS2
Source: the OMol25 dataset
Level of theory: ωB97M-V/def2-TZVPD

The geometry in XYZ format:
```
34
Properties=species:S:1:pos:R:3:mulliken_charge:R:1
Pt 0.298 -0.821 0.330 0.407
S 0.160 -2.216 2.424 -0.441
S -1.368 -3.385 -0.272 -0.366
O -1.025 1.553 -0.099 -0.152
O -0.253 0.826 -2.064 -0.639
N -5.749 0.900 -0.180 -0.642
N -4.046 2.214 3.318 -0.664
N 7.263 -0.218 -2.093 -0.635
C -3.074 0.203 2.018 0.737
C 4.525 -0.444 0.092 -0.634
C -3.645 -0.248 0.803 0.842
C -0.314 0.640 -0.868 0.184
C 6.172 -0.296 -1.729 0.111
C -1.361 -1.540 1.835 -0.245
C 3.212 -0.538 0.515 -0.116
C -1.948 -2.026 0.597 -0.240
C -1.744 2.539 -0.829 -0.829
C 3.760 -0.431 -2.188 -0.706
C 2.451 -0.513 -1.750 0.026
C 4.814 -0.391 -1.274 0.539
C 2.129 -0.575 -0.385 -0.307
C -4.814 0.395 0.261 -0.111
C -1.934 -0.428 2.477 -0.594
C -3.086 -1.297 0.122 -0.710
C -3.616 1.320 2.730 -0.052
H -2.304 3.109 -0.089 0.247
H 5.334 -0.418 0.812 0.378
H -1.441 -0.061 3.367 0.447
H -1.069 3.195 -1.382 0.281
H -3.525 -1.626 -0.810 0.453
H -2.430 2.077 -1.541 0.293
H 3.977 -0.392 -3.249 0.372
H 1.647 -0.514 -2.474 0.406
H 3.004 -0.594 1.576 0.358
```

Results
- electronic energy (Eh) = -1883.7397
- HOMO (eV) = -1.2
- total charge = -2
- ΔE to the lowest compared entry with this formula, charge and spin (kJ/mol) = 119.6
- HOMO-LUMO gap (eV) = 5.96